Entry 1:
ORCA calculation (wB97M-V/def2-TZVPD) on a cluster of 2 separate species, C2HBrCl4 in total in a non-equilibrium geometry.

Its total energy is -122218.7198 eV. The multiplicity is 1. The value obtained for the orbital gap (alpha / beta) is 8.4 / 7.2 eV. The calculation puts the energy relative to the best compared isomer or geometry (same formula, charge and spin) at 49.2 kcal/mol. The value obtained for the largest force on an atom is 1.499 eV/Å.

Each line ends with the natural charge from an NBO analysis.
CARTESIAN COORDINATES (ANGSTROEM)
Cl1 1.1325 0.2371 1.3023  0.12
Br1 3.4566 -1.2859 -0.8427  0.10
C1 3.5233 0.2398 0.3286  -0.28
Cl2 4.8251 0.2237 1.4491  0.07
Cl3 3.3793 1.7405 -0.5437  0.04
Cl4 -0.7033 -1.9960 1.0810  0.06
C2 -0.3571 -0.3646 0.7882  -0.31
H1 -0.8132 0.1020 -0.0659  0.21

***

Entry 2:
ORCA calculation (wB97M-V/def2-TZVPD) on a cluster of 2 separate species, C2H7BrN3 in total in a non-equilibrium geometry.

Its total energy is -76691.3853 eV. The multiplicity is 1. As for the total charge: +1. The value obtained for the orbital gap is 7.5 eV. The calculation puts the energy relative to the best compared isomer or geometry (same formula, charge and spin) at 9.1 kcal/mol. The value obtained for the largest force on an atom is 5.980 eV/Å.

Each line ends with the natural charge from an NBO analysis.
CARTESIAN COORDINATES (ANGSTROEM)
N1 2.3954 0.3627 0.3070  -0.60
H1 4.8534 -1.2748 -0.9549  0.42
H2 1.4023 1.0003 2.0665  0.24
H3 -4.1160 -0.4046 0.4426  0.46
H4 -4.2406 -1.0094 -1.0803  0.46
N2 4.0527 -0.6890 -1.1020  -0.72
N3 -3.6083 -0.5778 -0.4063  -0.88
H5 1.2744 2.0701 0.6090  0.23
Br1 -0.5054 0.6913 0.3214  -0.09
C1 1.2576 1.1070 1.0249  -0.17
H6 -2.9105 -1.3642 -0.1040  0.48
H7 -3.1866 0.2743 -0.8301  0.48
C2 3.3316 -0.1860 -0.2939  0.70

***

Entry 3:
ORCA calculation (wB97M-V/def2-TZVPD) on an isolated molecule of C5H8O2 in a non-equilibrium geometry.

Its total energy is -9406.2087 eV. The multiplicity is 1. Its structure (SMILES) is CCOC(C)=C=O. The value obtained for the orbital gap is 8.6 eV. The calculation puts the energy relative to the best compared isomer or geometry (same formula, charge and spin) at 83.6 kcal/mol. The value obtained for the largest force on an atom is 3.328 eV/Å.

Each line ends with the natural charge from an NBO analysis.
CARTESIAN COORDINATES (ANGSTROEM)
C1 0.8616 -2.1203 -0.6182  -0.62
C2 0.4863 -0.7933 -0.0442  0.01
H1 -1.3085 2.4191 0.6428  0.21
H2 0.9943 1.5094 0.8955  0.18
C3 -1.2278 1.4321 0.1880  -0.73
O1 -0.8299 -0.9113 2.0189  -0.49
H3 -2.0071 0.8710 0.7049  0.25
H4 0.7159 2.3258 -0.7285  0.20
H5 0.4912 -2.2159 -1.6391  0.22
H6 0.4423 -2.9168 -0.0104  0.23
H7 -1.5714 1.4838 -0.8452  0.21
C4 -0.4031 -0.6261 0.9471  0.59
O2 0.8674 0.3185 -0.7721  -0.48
C5 0.5424 1.4572 -0.0971  -0.01
H8 1.9462 -2.2333 -0.6423  0.22

***

Entry 4:
ORCA calculation (wB97M-V/def2-TZVPD) on a cluster of 2 separate species, CH2BN in total in a non-equilibrium geometry.

Its total energy is -3231.0869 eV. The multiplicity is 1. The value obtained for the orbital gap is 8.8 eV. The calculation puts the energy relative to the best compared isomer or geometry (same formula, charge and spin) at 75.7 kcal/mol. The value obtained for the largest force on an atom is 5.213 eV/Å.

Each line ends with the natural charge from an NBO analysis.
CARTESIAN COORDINATES (ANGSTROEM)
N1 2.1427 -0.3851 -0.1214  -0.20
C1 0.9966 -0.2412 -0.1745  -0.13
B1 -0.4942 0.0913 -0.1946  0.58
H1 -0.7133 1.0080 -0.7010  -0.14
H2 -1.9318 -0.4729 1.1915  -0.10

***

Entry 5:
ORCA calculation (wB97M-V/def2-TZVPD) on a cluster of 7 separate species, C18H51O21P2S4 in total in a non-equilibrium geometry.

Its total energy is -124410.6504 eV. The multiplicity is 1. As for the total charge: -1. The value obtained for the orbital gap is 7.4 eV. The calculation puts the energy relative to the best compared isomer or geometry (same formula, charge and spin) at 3.4 kcal/mol. The value obtained for the largest force on an atom is 4.398 eV/Å.

Each line ends with the Löwdin charge.
CARTESIAN COORDINATES (ANGSTROEM)
H1 3.6781 -6.4510 -36.1872  0.05
H2 3.8334 -7.1531 -30.3899  0.04
H3 1.5814 -1.9083 -32.6924  0.08
C1 0.6473 -5.7745 -37.1424  -0.25
H4 6.8641 -3.9995 -31.1607  0.07
O1 -0.6205 -5.2287 -36.7041  -0.28
H5 3.9467 -1.5870 -36.1498  0.08
H6 2.9279 3.2213 -31.2473  0.09
H7 5.2268 -7.2900 -36.4163  0.08
H8 4.4554 2.7155 -30.5394  0.09
C2 0.0019 -5.6148 -34.1199  -0.13
P1 7.8496 -9.2976 -33.6618  0.50
H9 4.5572 -3.3397 -29.6824  0.09
O2 9.0536 -8.6418 -32.7707  -0.24
H10 0.4885 -8.6040 -31.3604  0.06
O3 0.6762 -11.1926 -32.3639  -0.29
H11 5.5616 -7.3334 -30.4806  0.07
H12 3.0668 -0.7387 -27.2414  0.09
H13 1.5128 -7.7382 -37.2444  0.08
C3 3.8476 -1.9820 -35.1387  -0.04
C4 3.9526 -3.5220 -35.1264  -0.28
O4 1.6118 -10.1242 -34.4620  -0.32
H14 4.7013 -1.6557 -34.5447  0.08
C5 5.8032 -4.0708 -31.4007  -0.04
H15 -0.2605 -7.8301 -37.1686  0.09
C6 5.2668 -8.6746 -33.3666  -0.16
O5 0.2463 -3.2601 -35.3544  -0.31
O6 5.7760 -6.8396 -27.4266  -0.32
C7 4.7090 -7.4470 -29.8111  -0.11
H16 7.5474 -6.6392 -33.8313  0.09
C8 4.8877 -4.2848 -30.1132  -0.27
O7 3.3752 -0.0527 -29.1796  -0.22
O8 6.4671 -5.0457 -37.6121  -0.31
H17 3.9814 -4.7537 -30.4962  0.08
C9 0.6160 -7.2782 -36.8293  -0.07
P2 2.4868 0.1153 -30.5342  0.45
C10 3.0541 -1.0753 -28.2781  -0.12
H18 4.9422 -7.6381 -33.4581  0.06
O9 -2.1114 -4.1472 -35.0195  -0.30
H19 2.9205 2.4923 -29.5839  0.09
H20 3.4485 -4.9331 -32.5275  -0.18
O10 5.6595 -5.0410 -29.2037  -0.27
H21 2.0911 -1.5676 -28.4133  0.10
S1 -0.6977 -4.3670 -35.2536  0.68
H22 2.1067 -9.0362 -31.8790  0.05
H23 -0.2750 -10.6556 -30.6014  0.11
C11 1.1711 -8.5856 -32.2101  -0.06
H24 -0.0794 -5.1659 -33.1300  0.07
H25 2.9130 -1.5876 -34.7398  0.07
H26 5.1355 -9.1271 -34.3496  0.09
H27 10.0462 -8.5796 -30.8875  0.08
H28 0.2352 -13.4602 -31.4385  0.08
O11 3.0149 -5.8051 -32.6053  -0.46
O12 5.1473 -3.7631 -35.8362  -0.27
H29 4.9352 -6.1704 -34.9725  0.05
H30 4.3876 -8.4697 -29.6140  0.07
H31 5.4514 -3.1340 -31.8326  0.06
H32 7.3601 -6.3735 -35.5436  0.06
H33 1.5466 -5.3426 -36.7033  0.08
H34 0.6684 -7.4900 -35.7614  0.04
O13 3.9777 -4.6496 -37.9391  -0.31
H35 4.5064 -9.1628 -32.7571  0.08
C12 2.0175 -2.2564 -31.7560  -0.06
H36 1.2141 -2.3865 -31.0309  0.08
H37 5.6727 -4.8252 -32.1766  0.05
H38 -0.5861 -13.1676 -29.9695  0.08
H39 9.8900 -10.1646 -31.6315  0.08
S2 0.5628 -9.9267 -33.4132  0.69
S3 4.8480 -6.2839 -28.4076  0.68
C13 -0.2209 -11.4738 -31.3195  -0.31
O14 6.5135 -8.7728 -32.7927  -0.24
O15 7.8971 -10.7634 -33.9561  -0.25
C14 3.3869 2.5021 -30.5690  -0.16
O16 3.5341 -5.8279 -27.9728  -0.31
H40 4.0614 -3.8178 -34.0830  0.09
H41 -1.2274 -11.6062 -31.7162  0.12
H42 1.0438 -5.7569 -34.4069  0.04
H43 3.8632 -1.8056 -28.2842  0.08
H44 2.3839 -3.2687 -31.9262  0.06
H45 8.9617 -6.5682 -34.8451  0.10
O17 1.0399 0.2510 -30.4004  -0.22
O18 2.9758 -1.1793 -31.4103  -0.24
C15 9.3722 -9.2220 -31.4542  -0.06
H46 3.0853 -3.9793 -35.6025  0.10
O19 3.2167 1.3536 -31.3000  -0.21
O20 -0.8297 -9.7642 -33.8106  -0.31
H47 0.6770 -5.5577 -38.2102  0.12
S4 5.1222 -4.9102 -37.0493  0.69
O21 7.9002 -8.3297 -34.9306  -0.21
H48 1.2066 -7.5967 -32.6673  0.03
H49 1.1653 -12.6321 -30.1203  0.08
H50 8.4511 -9.3495 -30.8855  0.08
C16 7.9355 -6.9335 -34.8064  -0.11
C17 4.7542 -6.3892 -36.0249  -0.10
C18 0.1977 -12.7573 -30.6062  -0.06
H51 -0.4315 -6.6110 -34.2090  0.06

***

Entry 6:
ORCA calculation (wB97M-V/def2-TZVPD) on a cluster of 2 separate species, C8H14N3 in total in a non-equilibrium geometry.

Its total energy is -12980.4514 eV. The multiplicity is 1. As for the total charge: +1. The value obtained for the orbital gap (alpha / beta) is 5.5 / 8.4 eV. The calculation puts the energy relative to the best compared isomer or geometry (same formula, charge and spin) at 172.0 kcal/mol. The value obtained for the largest force on an atom is 4.521 eV/Å.

Each line ends with the natural charge from an NBO analysis.
CARTESIAN COORDINATES (ANGSTROEM)
H1 1.7341 2.1904 -0.0487  0.27
H2 -3.8492 -1.2315 0.4687  0.24
C1 2.0254 1.0765 0.1386  -0.05
H3 -1.3962 -2.4589 -1.0433  0.23
H4 0.9189 -2.0083 0.3218  0.25
H5 -2.4297 -0.7135 -1.3619  0.21
H6 -3.0932 -2.7651 0.8914  0.25
N1 1.1154 0.0593 0.3160  -0.08
H7 -1.2057 3.1520 -0.7034  0.26
N2 -0.1349 0.0811 0.5871  -0.16
C2 3.0087 -1.4144 0.0027  0.02
C3 -1.9772 -1.4744 -0.6129  -0.11
H8 -1.6643 1.6973 -1.3720  0.23
N3 3.8517 -0.3946 -0.2258  -0.32
C4 -0.8659 2.0469 -0.7391  -0.66
H9 -0.4749 1.9224 1.4080  0.24
H10 3.9141 1.6650 -0.5089  0.23
C5 3.3488 0.8236 -0.1188  0.03
H11 3.4257 -2.4983 0.0355  0.25
H12 0.0443 2.0989 -1.3730  0.22
C6 1.6716 -1.2091 0.3117  0.01
C7 -0.8057 1.2518 0.5569  -0.30
H13 -1.8235 0.9869 0.8874  0.23
H14 -2.4714 -1.2367 1.5320  0.25
C8 -2.8669 -1.6472 0.6499  -0.73

***

- Which of these has the highest energy relative to the best compared isomer or geometry (same formula, charge and spin)?
  C8H14N3

***

- The highest energy relative to the best compared isomer or geometry (same formula, charge and spin) belongs to which entry?
  C8H14N3

***

- What is the energy relative to the best compared isomer or geometry (same formula, charge and spin) in the fifth record?
  3.4 kcal/mol